Molecular formula: C6H10N2
Method: DFT, ωB97M-V/def2-TZVPD

Cartesian coordinates (Å):
C  0.17111  0.21044  2.81344
C  -1.07062  0.48596  1.91410
C  -0.64995  0.11754  0.53617
C  -1.08250  -0.93558  -0.24461
N  -0.33945  -0.87571  -1.38284
C  0.65895  0.01256  -1.36158
N  1.59985  0.10950  -2.48591
C  0.40162  0.75543  -0.13096
H  1.04310  1.02472  2.80039
H  0.68246  -0.76550  2.43318
H  -0.29861  0.03912  3.84809
H  -1.95329  -0.07561  2.32521
H  -1.30319  1.53133  2.05629
H  -2.01457  -1.56186  -0.27839
H  -0.55578  -1.37653  -2.30174
H  2.49802  -0.03303  -2.05735
H  1.55286  0.99119  -2.99766
H  0.95453  1.71151  0.09377

Cartesian forces (eV/Å) of the 2 atoms listed first:
C 0.890 -0.832 0.882
C 0.674 -0.518 0.900

Properties
* F_max: 4.39 eV/Å
* HOMO: -7.86 eV
* energy relative to the best compared isomer or geometry (same formula, charge and spin): 124.6 kJ/mol
* Kohn-Sham gap: 8.867 eV
* structure (SMILES): CCc1c[nH]c(N)c1